[1]
This record from the Open Molecules 2025 dataset describes a 2-piece molecular cluster, C4H5BrClFN3O2 overall. The level of theory is wB97M-V/def2-TZVPD.

Values from the calculation:
E_LUMO (spin up / spin down), eV: -4.72 / -4.72
ΔE to the lowest compared entry with this formula, charge and spin, eV: 1.452
Gap between HOMO and LUMO (spin up / spin down), eV: 9.378 / 9.379
Electronic energy, eV: -98064.024

Geometry as ORCA input:
```
! wB97M-V def2-TZVPD RIJCOSX def2/J DEFGRID3
* xyz 1 1
C -0.18 1.08 1.07
C 0.71 0.79 -1.14
C 0.87 -0.93 0.61
C -2.32 -0.95 -0.25
N -0.73 1.75 1.81
N -1.80 -1.49 0.82
N 0.42 0.26 0.18
O -2.47 -1.31 1.98
O -0.67 -2.06 0.83
F -1.66 -1.10 -1.38
Cl 1.77 -1.87 -0.46
Br -3.88 0.02 -0.25
H 0.26 1.78 -1.24
H 1.79 0.88 -1.27
H 0.32 0.13 -1.92
H -2.18 -1.96 2.64
H 1.07 -1.07 1.67
*
```

---

[2]
This record from the Open Molecules 2025 dataset describes one molecule with the formula C4H5BrF2O2. The level of theory is wB97M-V/def2-TZVPD.

Values from the calculation:
E_LUMO, eV: 0.59
ΔE to the lowest compared entry with this formula, charge and spin, eV: 0.789
Gap between HOMO and LUMO, eV: 11.250
Electronic energy, eV: -83800.329
SMILES string: CC(=O)O[C@@](F)(Br)CF

Geometry as ORCA input:
```
! wB97M-V def2-TZVPD RIJCOSX def2/J DEFGRID3
* xyz 0 1
C -0.22 1.51 0.32
C -1.04 2.11 -0.80
C 0.55 -2.25 -0.13
C 0.49 -0.84 0.65
O -0.44 0.11 0.26
O 0.49 2.08 1.09
F -0.73 -2.70 -0.34
F 1.74 -0.24 0.31
Br 0.75 -1.30 2.57
H -2.13 1.78 -0.88
H -1.00 3.28 -0.66
H -0.53 1.76 -1.71
H 1.10 -3.14 0.48
H 0.97 -2.15 -1.15
*
```

---

The highest ΔE to the lowest compared entry with this formula, charge and spin belongs to which entry? C4H5BrClFN3O2